112
Properties=species:S:1:pos:R:3:forces:R:3:mulliken_charge:R:1 method="wB97M-V/def2-TZVPD" s2=6.06 de_lowest_kcal_mol=12.06 gap_ev="7.6 / 4.8" multiplicity=5 e_homo_ev="-15.29 / -15.76" charge=+3
Pd -0.131522 0.052911 0.291398 0.6 -0.7 0.0 2.12
C -2.868501 1.279198 -0.901140 0.3 0.2 -0.2 -0.85
C -3.813338 0.094166 -0.828610 -0.2 0.1 -0.1 0.26
C -5.185164 0.563869 -0.341386 0.0 0.0 0.0 -1.60
C -3.253560 -0.972293 0.098186 0.1 -0.1 0.2 0.46
C -4.090934 -2.252753 0.140506 0.1 -0.2 -0.1 -0.59
O -3.247313 -3.239200 -0.508670 -0.2 0.1 0.1 -0.44
C -2.072268 -2.672511 -0.745194 0.1 0.0 -0.1 -0.53
N -1.916253 -1.451358 -0.368699 -0.1 0.0 -0.1 2.02
C -1.193762 -3.532864 -1.580154 -0.3 0.4 0.1 -0.08
C -1.514547 -4.881260 -1.726661 0.0 0.0 0.0 -0.36
C -0.882203 -5.648043 -2.691230 0.0 0.1 0.0 -1.00
C 0.040875 -5.063235 -3.550707 0.0 0.0 0.0 -0.92
C 0.370728 -3.725618 -3.406337 0.0 -0.2 0.1 -0.68
C -0.232609 -2.962549 -2.407925 0.3 0.0 0.1 -0.22
P 0.399176 -1.277647 -2.229975 -0.2 -0.1 0.3 1.90
C -0.342972 -0.321816 -3.536022 -0.2 0.0 -0.1 1.11
C 0.257426 0.756931 -4.196559 0.0 0.0 0.1 -0.32
C -0.424972 1.418346 -5.201238 0.0 0.0 0.0 -1.13
C -1.718339 1.035461 -5.538485 0.0 0.0 0.0 -0.86
C -2.336719 -0.010991 -4.865774 0.1 0.0 0.0 -0.80
C -1.655551 -0.688927 -3.870801 0.1 0.1 -0.1 -0.77
C 2.169674 -1.539888 -2.339741 0.0 0.0 -0.4 0.84
C 2.988232 -1.024204 -3.347968 0.0 -0.1 0.0 -0.37
C 4.320050 -1.402182 -3.415343 0.0 0.0 0.1 -0.88
C 4.844481 -2.287067 -2.481345 0.0 0.0 0.0 -0.80
C 4.031770 -2.810726 -1.480886 0.2 0.1 -0.1 -0.80
C 2.701219 -2.444014 -1.414936 0.0 0.0 0.1 -0.69
H -2.976846 1.925500 -0.022196 0.0 -0.1 0.0 0.38
H -3.056379 1.888734 -1.786312 -0.1 0.1 0.0 0.76
H -1.820595 0.952380 -0.969266 -0.4 0.0 -0.1 -0.60
H -3.921755 -0.350907 -1.825663 0.1 0.0 0.0 0.10
H -5.972402 -0.178358 -0.459280 0.0 -0.1 0.0 0.46
H -5.136363 0.839000 0.715848 0.0 0.0 0.0 0.30
H -5.503096 1.448248 -0.892041 0.0 0.0 0.0 0.45
H -3.163918 -0.535405 1.096988 0.0 -0.2 -0.2 -0.59
H -5.011242 -2.187943 -0.435784 0.0 0.0 0.0 0.45
H -4.301330 -2.623532 1.137398 -0.1 0.0 0.1 0.31
H -2.274228 -5.321101 -1.097608 0.0 0.0 0.0 0.66
H -1.130471 -6.694838 -2.792494 0.0 0.0 0.0 0.49
H 0.510318 -5.647736 -4.329279 0.0 0.0 0.0 0.52
H 1.110790 -3.286795 -4.062915 0.0 0.0 0.0 0.54
H 1.247230 1.096458 -3.925207 0.0 0.0 0.0 0.11
H 0.049952 2.235401 -5.726445 0.0 0.0 0.0 0.54
H -2.242934 1.550049 -6.331631 0.0 0.0 0.0 0.45
H -3.341350 -0.310133 -5.130069 0.0 0.0 0.0 0.54
H -2.137046 -1.523590 -3.379957 0.0 0.0 0.0 0.45
H 2.592484 -0.372119 -4.112371 0.0 0.0 0.0 0.50
H 4.943419 -1.022923 -4.213028 0.0 0.0 0.0 0.55
H 5.880825 -2.588127 -2.545985 0.0 0.0 0.0 0.46
H 4.432894 -3.515301 -0.766570 0.0 0.0 0.0 0.53
H 2.072508 -2.899678 -0.656315 -0.1 0.0 -0.1 0.53
O -2.112926 -1.108178 4.541019 0.2 -0.2 0.2 -0.71
S -1.102587 -1.355085 3.564585 -1.2 0.5 -0.6 0.96
O 0.272291 -1.253687 3.935940 0.9 -0.1 0.0 -0.85
N -1.229715 -0.173320 2.314054 0.3 -0.2 0.3 0.31
C -1.784989 1.004850 2.650928 0.1 -0.1 0.0 -0.34
C -2.956446 1.149815 3.421785 -0.3 0.2 0.2 -0.13
C -3.446026 2.406224 3.771572 0.2 -0.1 -0.1 -1.43
C -2.742083 3.537081 3.428297 0.0 0.1 0.0 -0.85
C -1.545243 3.453028 2.658834 -0.1 0.2 0.1 1.42
C -0.756438 4.587548 2.376278 0.0 0.0 0.0 -1.23
C 0.405195 4.431485 1.671091 0.0 -0.1 -0.1 -1.72
C 0.726800 3.155718 1.186060 -0.1 0.1 0.0 -0.44
N 0.001953 2.078844 1.418378 -0.5 0.1 0.4 1.62
C -1.109180 2.208555 2.193228 0.3 0.0 -0.1 -0.50
C -1.403061 -2.893003 2.812829 0.2 -0.3 0.0 0.32
C -0.417521 -3.461860 2.008479 -0.1 -0.1 0.1 -0.59
C -0.596607 -4.750932 1.537580 0.1 0.1 0.1 -0.58
C -1.736580 -5.465431 1.890402 0.0 0.0 0.0 -0.61
C -2.696117 -4.902604 2.717249 0.0 0.1 0.0 -0.79
C -2.533515 -3.607977 3.193202 -0.1 0.0 -0.1 -0.47
H -3.495766 0.264057 3.722033 0.0 0.1 -0.1 0.73
H -4.361101 2.483143 4.339822 0.0 0.0 0.0 0.49
H -3.087371 4.511437 3.750175 0.0 0.0 0.0 0.53
H -1.066294 5.560717 2.733036 0.0 0.0 0.0 0.54
H 1.060415 5.262340 1.457884 0.0 0.1 0.0 0.72
H 1.596079 3.023152 0.555760 0.1 0.0 0.1 0.67
H 0.497095 -2.921286 1.811979 0.0 0.0 -0.1 0.64
H 0.169265 -5.217757 0.932429 0.0 0.0 0.0 0.43
H -1.859578 -6.484601 1.547585 0.0 0.0 0.0 0.52
H -3.558541 -5.480525 3.017731 0.0 0.0 0.0 0.48
H -3.251596 -3.178964 3.877315 0.0 0.1 0.0 0.59
N 2.626487 0.205154 3.683940 -0.3 0.0 -0.2 -0.10
C 2.714623 0.425575 2.391242 0.6 0.1 0.6 0.24
S 2.033326 -0.752258 1.294456 0.2 0.1 -0.1 -0.04
N 3.405258 1.454740 1.907461 -0.3 -0.4 -0.3 0.25
C 3.938018 2.575355 2.636581 0.0 -0.2 0.0 0.28
C 5.198631 3.030996 2.285244 0.1 0.1 0.1 -0.72
C 5.725139 4.135068 2.940799 0.0 -0.1 0.0 -0.61
C 4.998805 4.761898 3.942927 0.0 0.0 0.0 -0.62
C 3.733758 4.299807 4.278729 0.0 -0.1 0.0 -1.03
C 3.186749 3.207139 3.618964 0.0 0.1 0.0 0.17
H 1.953694 -0.473837 4.024147 0.0 -0.1 0.1 0.34
H 3.148916 0.763033 4.344156 0.0 0.1 0.0 0.33
H 3.665140 1.369802 0.934896 0.0 0.3 0.0 -0.01
H 5.774931 2.516321 1.527956 0.0 0.0 0.0 0.47
H 6.711197 4.490657 2.678922 0.0 0.0 0.0 0.45
H 5.418727 5.608815 4.466652 0.0 0.0 0.0 0.44
H 3.164498 4.789538 5.056178 0.0 0.0 0.0 0.44
H 2.188357 2.872992 3.868394 0.0 0.0 0.0 0.64
Cl -0.125260 4.889601 -2.813243 0.0 0.0 0.0 -0.17
C 0.871312 3.588995 -2.305952 -0.1 0.0 0.0 -0.26
C 2.242202 3.603980 -2.511352 0.0 0.0 0.0 -0.53
C 2.979678 2.513356 -2.079544 0.1 -0.1 0.1 -1.65
C 2.329673 1.460336 -1.453622 -0.1 0.2 0.1 -1.09
N 1.009169 1.458877 -1.255736 -0.3 0.0 -0.1 1.90
C 0.287613 2.498351 -1.681088 0.3 0.0 -0.1 -0.95
H 2.711616 4.446839 -3.000487 0.0 0.0 0.0 0.61
H 4.049073 2.473056 -2.229827 0.0 0.0 0.0 0.63
H 2.863952 0.582942 -1.108225 0.1 0.0 -0.1 1.03
H -0.778666 2.471068 -1.524228 0.0 0.0 0.0 -0.03

---

105
Properties=species:S:1:pos:R:3:forces:R:3:mulliken_charge:R:1 method="wB97M-V/def2-TZVPD" gap_ev=7.2 e_homo_ev=-4.65 charge=-1
Zn -0.147594 -0.360067 0.051362 -0.4 0.2 -0.3 3.70
O -1.668995 0.837619 0.662539 1.6 -0.5 0.1 -2.06
C -1.440148 2.184345 0.688362 -0.4 0.2 -1.1 3.14
C -0.383103 2.635248 -0.428173 -8.7 5.4 -1.9 -0.82
C -0.565478 2.109542 -1.806563 0.9 -1.3 0.5 -0.29
C -0.911789 2.835141 -2.912065 -1.3 2.6 -0.3 -0.36
C -1.154943 2.274017 -4.154355 0.7 -0.7 -0.8 -1.03
C -0.958196 0.868515 -4.206334 0.0 0.4 -0.5 -0.64
C -0.430572 0.162787 -3.097705 -0.6 2.3 0.5 -0.14
C -0.203590 -1.280486 -3.214392 1.3 -1.1 1.1 -0.85
C -1.144560 -2.141868 -2.242552 -0.1 -0.1 -1.8 3.68
O -0.931805 -1.844743 -0.968925 0.0 0.5 1.4 -1.61
C -0.841568 -3.617605 -2.469891 -0.1 -1.9 1.6 -1.06
C -0.243171 -4.175417 -3.568351 0.1 0.9 -1.3 0.34
C 0.002450 -5.521029 -3.745775 -0.4 0.0 0.2 -0.90
C -0.334582 -6.442633 -2.765897 0.6 -0.2 -1.6 -0.46
C -0.830216 -5.945043 -1.585765 -1.0 -0.8 1.2 -0.78
C -1.111674 -4.571834 -1.446163 0.7 -0.4 -0.2 -0.53
C -2.586610 -1.853376 -2.755210 -1.4 2.3 0.3 -0.19
C -3.290585 -2.524559 -3.786633 2.9 -1.9 0.9 -0.32
C -4.568641 -2.198333 -4.134834 -2.0 1.3 -0.5 -0.63
C -5.213474 -1.126554 -3.479592 -0.4 0.2 0.5 -0.57
C -4.525401 -0.369015 -2.474739 -0.9 -0.4 -1.4 -0.51
C -3.217749 -0.645451 -2.191936 0.9 -3.1 -0.1 0.21
N -0.181536 0.818226 -1.906016 -0.8 -0.9 -1.5 -0.32
C -0.927621 2.711696 2.042568 1.0 -0.3 0.7 -0.14
C -0.281440 3.940252 2.258871 -0.8 -0.1 0.8 0.34
C 0.120928 4.443081 3.512724 -0.4 -0.6 -0.8 -0.97
C -0.104122 3.619455 4.602380 0.3 -0.3 0.0 -0.40
C -0.661547 2.343590 4.409728 -0.2 0.2 0.3 -0.77
C -1.047912 1.879665 3.157113 -0.3 0.8 0.4 -0.39
C -2.825622 2.812696 0.430911 -1.6 -0.2 0.6 -0.14
C -3.021877 4.188678 0.256208 3.4 0.7 -1.0 0.00
C -4.227461 4.783467 0.078402 -1.1 -0.6 -0.1 -0.70
C -5.348628 3.912869 0.075416 -0.9 3.9 0.7 -0.51
C -5.271993 2.580449 0.263166 2.5 -0.5 0.3 -1.19
C -3.996442 2.009834 0.520850 0.2 -0.3 -0.2 -0.26
H 0.462612 2.405650 -0.198966 9.7 -3.8 3.4 -0.62
H -0.137262 3.777882 -0.386298 -1.4 -1.5 -0.5 0.87
H -1.089979 3.929989 -2.745823 0.2 -1.1 -0.3 0.34
H -1.366163 2.948788 -5.071288 0.1 -1.5 1.7 0.28
H -1.165455 0.281609 -5.125387 0.2 0.6 0.7 0.35
H 0.847908 -1.515294 -2.847658 -1.1 0.2 -0.7 0.07
H -0.344564 -1.572563 -4.257216 0.2 0.0 0.2 0.70
H 0.004998 -3.523988 -4.396170 0.1 0.0 -0.1 0.20
H 0.368954 -5.800746 -4.711832 0.3 -0.4 -0.3 0.44
H -0.216497 -7.497883 -3.057841 0.0 0.4 0.8 0.35
H -1.072481 -6.726375 -0.783794 0.3 1.6 -0.9 0.24
H -1.445608 -4.271607 -0.479061 -0.4 0.6 0.4 0.46
H -2.804916 -3.475358 -4.227269 -0.8 1.7 0.6 0.15
H -5.104359 -2.725264 -4.963506 0.5 0.4 1.0 0.34
H -6.303014 -0.939494 -3.670453 1.2 -0.1 0.1 0.29
H -4.957609 0.454884 -1.903741 -0.4 -0.2 -0.4 0.47
H -2.772123 -0.140034 -1.346063 0.5 0.1 -0.1 -0.62
H -0.313205 4.637791 1.483953 0.4 0.9 -1.4 0.15
H 0.549712 5.463495 3.590632 -0.3 -0.9 0.0 0.34
H 0.201394 3.979241 5.571768 -0.1 -0.2 0.3 0.37
H -0.910510 1.697873 5.252841 0.4 0.2 0.0 0.39
H -1.590996 0.952332 3.109025 0.1 -0.3 -0.4 0.55
H -2.065734 4.814651 0.109483 -1.6 -0.8 0.5 -0.04
H -4.302893 5.874191 -0.080749 -0.2 -0.8 0.2 0.37
H -6.298548 4.481849 0.205665 0.3 -0.9 -0.9 0.25
H -6.148423 2.014431 0.177178 -1.1 -1.0 0.3 0.54
H -3.928246 0.933429 0.817553 0.2 1.1 -0.6 0.42
C 3.389410 2.777187 2.804535 -0.7 1.7 -0.9 -1.37
C 2.920904 2.183099 1.438755 0.8 2.2 -0.4 2.26
C 3.014063 3.318928 0.342870 -0.2 -1.1 0.9 -1.60
C 3.648491 0.931795 1.044557 0.5 -0.2 -0.2 0.82
C 5.059880 0.971684 0.882402 0.7 2.1 0.9 -0.35
C 5.807590 -0.141354 0.583763 1.7 -0.8 -1.6 -1.37
C 5.117354 -1.332931 0.292496 -0.3 2.8 1.1 -0.79
C 3.755457 -1.423152 0.467608 -0.7 0.7 0.8 0.83
C 3.239033 -2.794327 0.164047 -0.2 -0.5 -0.7 0.87
C 2.419608 -3.633458 1.133198 -1.2 1.1 -0.8 -1.91
C 2.637758 -2.822381 -1.265754 0.2 0.2 1.1 -1.16
C 2.968248 -0.280473 0.874491 0.4 -1.1 -1.2 -1.06
N 1.566860 -0.486849 1.123657 0.7 0.3 1.9 0.76
C 1.433850 -0.773156 2.520681 -2.1 -0.8 -2.5 1.95
C 2.416195 -0.727177 3.459194 1.6 0.3 1.4 -0.58
C 2.252902 -1.108831 4.803056 -1.5 -0.1 -0.8 -1.36
C 1.024616 -1.653593 5.130643 0.5 0.4 0.0 -0.59
C 0.004449 -1.869669 4.198210 0.5 0.1 1.4 -0.85
C 0.227147 -1.376559 2.944193 -0.7 -0.8 0.5 -0.04
F -0.759567 -1.654005 2.060463 0.0 0.4 -0.8 -0.37
H 2.628234 3.588005 3.226088 1.9 -1.6 -1.0 0.10
H 4.454530 3.109382 2.752025 -0.9 0.4 -0.1 0.37
H 3.427181 1.970891 3.462435 -0.2 -1.3 1.6 0.41
H 1.891965 1.992722 1.527240 -1.4 -0.7 0.3 -1.53
H 4.042270 3.587271 0.296618 1.1 0.2 -0.6 0.50
H 2.545333 4.223042 0.724774 -0.6 0.0 -0.1 0.40
H 2.633067 3.006592 -0.643657 0.1 0.2 0.4 0.26
H 5.600067 1.978991 1.085405 -1.0 -1.8 -0.4 0.11
H 6.963481 -0.169327 0.327905 -2.5 0.5 0.9 0.15
H 5.651135 -2.129082 -0.092955 1.0 -1.7 -0.5 0.56
H 4.149769 -3.354416 0.048575 0.5 -0.4 0.0 0.53
H 1.394603 -3.269131 1.179421 -0.1 0.3 0.3 0.07
H 2.788155 -3.822462 2.119003 0.5 0.2 0.6 0.32
H 2.292556 -4.547035 0.612117 0.0 -1.4 -0.3 0.62
H 1.587757 -2.655714 -1.279473 -1.0 0.1 0.3 -0.24
H 2.821228 -3.756035 -1.751503 0.2 -0.8 -0.3 0.41
H 3.089873 -2.034031 -1.821990 0.4 0.5 -0.7 0.57
H 3.359556 -0.395500 3.087214 0.6 0.3 0.3 0.65
H 2.938837 -0.972644 5.628483 0.5 0.1 -0.5 0.38
H 0.845218 -1.836291 6.155026 -0.3 -0.6 1.0 0.38
H -0.868794 -2.412647 4.620467 0.3 0.6 -1.2 0.34